{
  "formula": "C16H28BNO32S6",
  "method": "wB97M-V/def2-TZVPD",
  "species": ["N", "H", "H", "H", "H", "O", "C", "O", "B", "O", "C", "O", "O", "C", "O", "C", "O", "O", "C", "C", "O", "S", "O", "O", "O", "H", "H", "H", "H", "C", "C", "O", "S", "O", "O", "O", "H", "H", "H", "H", "C", "C", "O", "S", "O", "O", "O", "H", "H", "H", "H", "C", "C", "O", "S", "O", "O", "O", "H", "H", "H", "H", "C", "C", "O", "S", "O", "O", "O", "H", "H", "H", "H", "C", "C", "O", "S", "O", "O", "O", "H", "H", "H", "H"],
  "positions_angstrom": [[-5.19579, 0.54609, -0.43923], [-4.60166, 0.12848, -1.19322], [-4.80617, 1.49230, -0.45399], [-4.91880, 0.05924, 0.41223], [-6.16849, 0.48981, -0.72348], [1.29718, 2.22322, 1.13130], [0.56278, 1.35385, 0.77770], [-0.18062, 1.38587, -0.32437], [-0.89155, 0.09519, -0.43575], [-0.70617, -0.54282, 0.84979], [0.23373, 0.06716, 1.55870], [0.72663, -0.37659, 2.54935], [-2.32738, 0.23566, -0.79773], [-2.51432, -0.21152, -2.02993], [-3.55690, -0.14663, -2.62780], [-1.23741, -0.94261, -2.47916], [-0.31482, -0.62900, -1.58468], [-1.08957, -1.53905, -3.50106], [3.95553, -0.93839, 5.11670], [2.45490, -0.57397, 5.04082], [2.05655, -0.40506, 6.40344], [3.31511, -0.33662, 7.44893], [3.44662, -1.56616, 8.15207], [3.34094, 0.92314, 8.13127], [4.41187, -0.28114, 6.28188], [4.58418, -0.56089, 4.31541], [4.07389, -2.00658, 5.32044], [1.91115, -1.44451, 4.66349], [2.09501, 0.20572, 4.37339], [-0.20869, 4.98016, 1.30506], [-1.35996, 4.39291, 2.09622], [-2.45484, 5.21372, 1.80880], [-2.02740, 6.64586, 1.18227], [-2.48182, 7.68357, 2.04540], [-2.32560, 6.67285, -0.20144], [-0.44744, 6.38247, 1.37365], [-0.28948, 4.63376, 0.26805], [0.77642, 4.66034, 1.62756], [-1.04657, 4.39205, 3.14799], [-1.44915, 3.32507, 1.88877], [4.48055, 2.15297, 0.86001], [4.23933, 1.01745, -0.09482], [3.73023, 1.55727, -1.31482], [4.19834, 3.13014, -1.42413], [2.99433, 3.90613, -1.51718], [5.25692, 3.34448, -2.35916], [4.82299, 3.27771, 0.06738], [5.34081, 1.90169, 1.48968], [3.71960, 2.36284, 1.61209], [3.64398, 0.22430, 0.36209], [5.15767, 0.48803, -0.36902], [2.74832, -1.56460, -2.14593], [1.92648, -2.69894, -2.72969], [2.92076, -3.59656, -3.27609], [4.42754, -3.27830, -2.71489], [5.20324, -2.67902, -3.75857], [4.96194, -4.40120, -2.03235], [3.91722, -2.17135, -1.63798], [2.25808, -1.17493, -1.25593], [2.91527, -0.78559, -2.89024], [1.24458, -2.43966, -3.53353], [1.36759, -3.26084, -1.97917], [-2.58999, -3.65698, 3.18157], [-1.24489, -3.82494, 2.40988], [-1.50772, -3.68195, 1.03439], [-3.11694, -3.81893, 0.77260], [-3.45144, -5.20740, 0.68748], [-3.54569, -3.01651, -0.33447], [-3.49120, -3.18734, 2.20653], [-2.57644, -3.03169, 4.06873], [-2.86177, -4.65828, 3.53437], [-0.69864, -4.69315, 2.77047], [-0.64887, -2.94936, 2.68868], [-3.25825, 0.17020, -5.94982], [-4.69690, -0.22444, -6.32067], [-4.69762, -1.62367, -6.43933], [-3.58428, -2.33903, -5.48901], [-3.01161, -3.45694, -6.16023], [-4.09476, -2.52343, -4.15822], [-2.62821, -1.01159, -5.48673], [-3.25116, 0.90820, -5.14964], [-2.70205, 0.52016, -6.81668], [-4.96354, 0.26036, -7.26088], [-5.49565, 0.04775, -5.62555]],
  "atomic_forces_ev_per_a": [[1.384, 0.009, -0.756], [-0.150, -0.369, -0.563], [-0.513, 0.134, 0.430], [-0.463, 0.055, 0.166], [-0.122, 0.038, 0.398], [0.441, 0.166, 0.363], [-0.389, 0.705, -0.256], [-0.047, -0.337, 0.504], [0.355, 0.418, -0.565], [-0.360, -0.638, 0.155], [-0.179, -0.604, -0.821], [0.156, 0.355, 0.306], [-0.061, 0.417, -0.008], [-0.034, -0.971, 0.376], [-0.388, 0.448, 0.278], [0.366, 0.751, -0.762], [0.091, -0.640, 0.416], [0.116, -0.193, 0.747], [-0.495, 0.104, 0.268], [-0.120, -1.553, -0.454], [0.395, 0.348, 1.062], [0.149, 0.991, -1.133], [-0.412, 0.211, -0.086], [-0.267, -1.191, -0.481], [0.311, 0.772, 1.020], [-0.189, -0.269, -0.186], [0.013, -0.010, -0.591], [0.067, -0.072, 0.137], [0.584, 0.670, 0.511], [-0.400, -1.003, -1.207], [2.256, -0.672, 0.941], [-1.082, 0.187, -0.167], [0.915, -0.337, 0.867], [0.403, -0.551, -0.406], [-0.283, -0.131, -0.192], [-0.310, 0.795, 0.195], [0.045, 0.293, -0.079], [0.028, 0.593, 0.408], [-0.688, 0.564, 0.171], [-0.810, 0.209, -0.600], [0.901, -0.315, 1.419], [0.850, -1.189, -0.087], [0.111, 1.197, 0.259], [-0.853, 0.714, 0.140], [0.925, -0.639, -0.008], [-0.648, -0.592, 0.590], [-0.398, -0.206, -1.002], [0.228, 0.110, -0.334], [-0.628, 0.203, -0.734], [-0.730, 0.358, -0.406], [0.220, 0.330, 0.187], [-1.403, 0.388, 0.441], [0.193, -0.730, -0.076], [1.327, 0.021, 0.202], [-0.889, 0.217, -0.770], [-0.678, -0.058, 0.656], [-0.319, 0.212, 0.222], [1.243, -0.770, -0.660], [-0.127, 0.341, -0.285], [0.427, 0.026, 0.157], [0.123, 0.277, 0.008], [0.073, 0.126, 0.125], [0.805, -1.983, 0.029], [0.475, 2.117, 2.039], [-1.308, -0.491, -0.917], [0.916, -1.185, -0.615], [0.112, 0.724, 0.778], [0.512, 0.569, 1.399], [-1.130, 0.419, -1.076], [0.107, 0.530, -0.416], [-0.509, 0.145, -0.174], [-0.202, -0.448, -0.806], [0.255, -0.144, -0.291], [-0.439, -0.135, 0.221], [-0.327, 0.737, 0.022], [0.315, -1.472, -0.216], [-0.250, 1.345, 0.708], [-0.170, 1.025, 0.017], [0.144, 0.173, -1.129], [-0.126, -1.397, -0.189], [0.120, 0.037, -0.037], [-0.010, 0.062, 0.014], [-0.006, -0.508, -0.206], [0.455, 0.165, 0.396]],
  "total_energy_ha": -5502.92594,
  "homo_ev": -11.0,
  "lumo_ev": -1.518,
  "homo_lumo_gap_ev": 9.45,
  "charge": 0,
  "de_lowest_kcal_mol": 58.6
}



{
  "formula": "C26H46BN8PtS3Te",
  "method": "wB97M-V/def2-TZVPD",
  "species": ["Pt", "C", "C", "C", "C", "N", "C", "C", "N", "B", "N", "C", "C", "N", "C", "S", "C", "C", "C", "C", "N", "C", "C", "N", "C", "S", "C", "C", "C", "C", "C", "S", "H", "H", "H", "H", "H", "H", "H", "H", "H", "H", "H", "H", "H", "H", "H", "H", "H", "H", "H", "H", "H", "H", "H", "H", "H", "H", "H", "H", "H", "H", "H", "H", "H", "H", "C", "N", "C", "C", "N", "H", "H", "H", "H", "H", "H", "C", "Te", "C", "H", "H", "H", "H", "H", "H"],
  "positions_angstrom": [[-0.87070, -0.26856, 0.33651], [-2.95467, 1.00476, -2.71025], [-1.94205, 1.61452, -3.68202], [-2.39766, 1.29216, -5.10486], [-1.86060, 3.13472, -3.54007], [-0.58889, 1.00899, -3.44723], [0.09642, 0.25598, -4.39069], [1.23995, -0.15482, -3.81932], [1.27334, 0.33025, -2.53106], [2.46170, -0.07466, -1.61880], [2.69790, 0.90291, -0.43686], [3.47043, 2.02672, -0.63543], [3.50614, 2.71737, 0.51649], [2.74362, 2.01824, 1.43930], [2.25958, 0.89927, 0.83950], [1.27820, -0.31383, 1.58439], [2.52765, 2.46435, 2.85715], [1.03403, 2.68367, 3.10523], [3.12100, 1.42830, 3.81196], [3.24608, 3.79416, 3.07279], [2.37237, -1.53624, -1.09331], [3.54765, -2.12643, -0.67920], [3.24709, -3.32107, -0.15402], [1.87055, -3.47881, -0.23778], [1.34690, -2.37319, -0.83237], [-0.31223, -2.07018, -1.22967], [1.25589, -4.70012, 0.39096], [1.67507, -4.71023, 1.86678], [1.79512, -5.92443, -0.35065], [-0.26619, -4.72442, 0.34072], [0.15534, 1.04626, -2.30866], [-0.23414, 1.85870, -0.82870], [-3.93460, 1.45267, -2.89260], [-2.67335, 1.18663, -1.67469], [-3.02983, -0.07364, -2.86965], [-3.37910, 1.74221, -5.25063], [-2.49817, 0.21756, -5.26634], [-1.72498, 1.71229, -5.85444], [-2.83309, 3.56878, -3.78095], [-1.12283, 3.54143, -4.23523], [-1.58666, 3.42813, -2.52857], [-0.27730, 0.07375, -5.37925], [2.03411, -0.76457, -4.21799], [3.44821, -0.01890, -2.30889], [3.92511, 2.24093, -1.58814], [4.00411, 3.64054, 0.74209], [0.47006, 1.75613, 3.05526], [0.62753, 3.37696, 2.36319], [0.90036, 3.12056, 4.09710], [2.61056, 0.47092, 3.72692], [3.01620, 1.78404, 4.83896], [4.18376, 1.28334, 3.60544], [2.86661, 4.57272, 2.40775], [4.32686, 3.70322, 2.94834], [3.05853, 4.11256, 4.09727], [4.49994, -1.63463, -0.78645], [3.89438, -4.06652, 0.26844], [2.75175, -4.81981, 1.99330], [1.19266, -5.54594, 2.37490], [1.36549, -3.77953, 2.34776], [2.87543, -6.02792, -0.24722], [1.55155, -5.85982, -1.41223], [1.33163, -6.82494, 0.05465], [-0.69279, -3.84905, 0.82900], [-0.58777, -5.61815, 0.87850], [-0.64588, -4.77630, -0.67821], [-2.92906, 4.27823, 0.63158], [-3.37011, 3.13731, 1.43885], [-4.80599, 2.94577, 1.64865], [-2.53433, 2.15679, 1.67989], [-1.79280, 1.28614, 1.89258], [-3.30564, 4.19505, -0.39001], [-1.84364, 4.30757, 0.60596], [-3.30333, 5.19987, 1.07610], [-5.32334, 2.84999, 0.69210], [-5.21141, 3.80176, 2.18632], [-4.97285, 2.04559, 2.23169], [-3.76732, -3.42710, 0.58572], [-3.28308, -1.43708, 1.17637], [-2.30130, -1.96717, 3.00444], [-4.19196, -3.94511, 1.44298], [-2.88778, -3.94675, 0.21444], [-4.51569, -3.35408, -0.20161], [-1.89317, -2.97151, 2.90124], [-3.01030, -1.93326, 3.82727], [-1.50025, -1.25202, 3.16718]],
  "atomic_forces_ev_per_a": [[0.457, 0.069, -0.201], [0.036, -0.019, 0.017], [-0.041, 0.051, -0.007], [0.070, -0.033, 0.008], [0.076, -0.002, 0.029], [-0.037, -0.035, -0.031], [-0.193, 0.085, 0.065], [0.063, -0.060, 0.096], [0.062, 0.060, 0.055], [-0.067, -0.015, 0.110], [0.103, -0.074, 0.002], [-0.128, -0.088, -0.085], [-0.117, 0.034, 0.128], [0.057, 0.016, 0.063], [0.146, 0.296, -0.126], [-0.314, -0.050, -0.176], [-0.029, 0.002, 0.058], [-0.007, -0.043, -0.049], [-0.015, -0.027, -0.020], [0.050, 0.015, -0.061], [-0.001, -0.027, -0.238], [-0.032, 0.158, -0.012], [-0.142, -0.085, 0.062], [0.021, -0.109, 0.090], [0.252, -0.032, 0.116], [0.043, 0.295, 0.115], [-0.028, -0.031, -0.001], [0.014, 0.076, -0.058], [-0.020, 0.024, -0.001], [0.014, 0.034, -0.020], [0.051, -0.013, -0.335], [-0.158, -0.560, 0.019], [0.049, -0.039, -0.012], [-0.008, 0.009, 0.004], [0.005, 0.033, 0.015], [0.019, -0.008, 0.002], [0.004, 0.033, -0.008], [-0.026, -0.011, 0.012], [0.038, -0.022, 0.007], [-0.034, -0.007, 0.025], [-0.001, -0.005, -0.014], [-0.007, 0.030, 0.033], [-0.043, 0.070, 0.059], [-0.017, -0.002, 0.029], [-0.028, -0.052, 0.066], [-0.016, -0.060, 0.036], [0.025, 0.031, -0.014], [0.027, -0.016, 0.039], [0.019, -0.014, -0.043], [0.024, 0.024, 0.014], [0.002, -0.002, -0.053], [-0.035, 0.012, 0.011], [0.020, -0.014, 0.042], [-0.036, 0.013, -0.007], [0.005, -0.012, -0.012], [-0.075, -0.013, -0.038], [-0.059, -0.014, -0.012], [-0.018, 0.005, 0.001], [0.017, 0.012, -0.032], [0.009, -0.036, 0.005], [-0.016, 0.009, -0.008], [0.002, -0.020, 0.018], [0.029, 0.024, 0.000], [0.005, -0.034, -0.013], [0.024, -0.007, -0.013], [0.001, 0.022, 0.043], [-0.067, -0.039, 0.056], [0.114, 0.013, 0.000], [0.065, 0.035, -0.061], [-0.089, -0.079, -0.089], [-0.174, 0.236, 0.120], [-0.001, -0.031, -0.002], [0.026, -0.017, 0.001], [-0.004, -0.019, 0.026], [0.023, -0.008, -0.022], [0.018, 0.008, 0.017], [0.013, -0.031, 0.042], [0.076, 0.031, -0.102], [0.015, -0.014, 0.209], [-0.123, -0.054, 0.058], [0.012, 0.036, -0.014], [-0.020, 0.055, 0.016], [0.034, -0.021, 0.035], [-0.001, 0.061, -0.051], [-0.003, -0.031, -0.030], [-0.007, 0.023, -0.003]],
  "total_energy_ha": -3063.06104,
  "homo_ev": [-8.8, -9.8],
  "spin_multiplicity": 3,
  "lumo_ev": [-1.689, -3.504],
  "homo_lumo_gap_ev": [7.15, 6.33],
  "charge": 1,
  "de_lowest_kcal_mol": 4.0,
  "s_squared": 2.01
}